# 1
53
Properties=species:S:1:pos:R:3:forces:R:3:nbo_charge:R:1 method="wB97M-V/def2-TZVPD" de_lowest_kj_mol=75.87 multiplicity=4 homo_ev="-4.0 / -8.7" homo_lumo_gap_ev="4.563 / 9.125"
Ti 0.0343 0.5784 -1.4056 0.092 0.718 -0.238 0.71
Cl 2.3669 1.5977 -2.3504 -0.558 -0.512 0.248 -0.81
O 2.1786 2.9519 3.4093 -0.479 0.127 0.109 -0.55
O 2.3616 -4.0686 -1.1652 0.543 0.861 0.399 -0.54
O -3.8866 1.9913 0.7297 -0.071 -0.548 0.173 -0.55
N 1.3110 0.7244 0.6131 0.387 -0.326 -1.127 -0.92
N 0.3744 -1.4400 -2.8560 -0.919 -0.947 -0.369 -0.87
N -1.8946 2.0292 -1.3422 0.312 0.537 0.039 -0.89
C 2.4177 2.2238 2.2256 -0.059 0.695 -0.054 -0.07
C 0.6181 0.5957 2.9273 -0.211 0.197 0.608 -0.62
C 0.8333 -2.3148 -1.7408 1.293 1.376 0.349 -0.07
C 3.1492 3.9120 3.7215 0.247 0.312 -0.404 -0.24
C 1.1316 1.5231 1.8371 -0.161 -1.471 -0.140 -0.06
C 3.2031 -5.1302 -1.5270 0.038 -0.593 0.483 -0.25
C -0.2755 -2.6738 -0.7646 -0.825 0.173 -0.308 -0.63
C 1.6622 -3.4825 -2.2239 -0.684 -1.006 -0.784 -0.06
C -3.5968 0.8403 -0.0561 -0.522 0.737 -0.558 -0.07
C -3.2117 1.3524 -1.4375 0.808 -0.148 0.251 -0.07
C -4.2241 1.6145 2.0541 0.791 0.697 0.295 -0.25
C -3.1285 0.2430 -2.4703 -1.012 -0.182 -0.451 -0.63
H -4.5241 0.2676 -0.1678 0.093 -0.305 0.110 0.17
H 2.2809 -3.1909 -3.0832 0.473 0.234 0.368 0.17
H -0.5290 -1.8069 -0.1440 0.146 0.017 -0.017 0.23
H 3.8898 -5.3543 -0.7067 -0.231 0.279 0.184 0.19
H -4.1057 -0.2536 -2.5057 0.068 -0.035 -0.049 0.22
H -4.9293 0.7838 2.1086 -0.136 0.054 -0.138 0.17
H -2.3822 -0.5350 -2.2989 0.171 0.240 0.432 0.22
H 1.5926 -0.2363 0.7844 -0.054 0.105 0.487 0.37
H 1.0022 -4.2575 -2.6610 -0.240 0.117 0.045 0.15
H -0.1887 -0.0589 2.5923 0.008 0.130 -0.257 0.22
H 1.5037 -1.6000 -1.2333 0.305 -0.638 0.287 0.20
H -3.9651 2.0900 -1.7232 -0.172 -0.133 -0.072 0.19
H 2.0241 1.0732 -0.0411 0.032 0.374 0.367 0.40
H 1.1201 -1.0855 -3.4544 0.464 -0.005 0.606 0.39
H 3.2815 1.5744 2.4190 -0.225 -0.399 -0.384 0.17
H 0.3429 2.2386 1.5988 0.215 0.354 0.219 0.19
H 3.8577 -4.9151 -2.3764 -0.400 0.000 -0.301 0.17
H 0.2305 1.1903 3.7567 0.058 -0.048 0.011 0.23
H -3.3094 1.3546 2.6035 -0.086 -0.289 -0.043 0.17
H -1.7955 2.6919 -2.1137 0.025 -0.408 -0.249 0.36
H 1.4063 -0.0392 3.3402 0.124 0.038 -0.154 0.20
H 2.5822 -6.0286 -1.6415 0.273 -0.039 -0.564 0.17
H -0.0613 -3.5182 -0.1116 0.358 -0.053 -0.152 0.23
H -1.9052 2.6815 -0.5556 -0.120 -0.437 0.220 0.39
H -0.1239 -2.0623 -3.5011 -0.470 0.491 0.204 0.36
H -1.2107 -2.8868 -1.2971 0.132 -0.204 -0.097 0.21
H -4.6076 2.5065 2.5491 -0.295 -0.125 -0.080 0.19
H 2.6452 2.8753 1.3661 0.334 0.165 0.282 0.18
H 3.2374 4.6563 2.9198 -0.017 -0.009 -0.024 0.16
H -2.9649 0.6292 -3.4792 0.111 0.171 0.072 0.21
H 2.8383 4.4337 4.6229 -0.011 -0.129 0.098 0.19
H -2.8022 0.2368 0.3914 0.095 -0.082 -0.039 0.19
H 4.1453 3.4776 3.8647 -0.040 -0.128 0.105 0.16



# 2
15
Properties=species:S:1:pos:R:3:forces:R:3:nbo_charge:R:1 method="wB97M-V/def2-TZVPD" charge=+1 de_lowest_kj_mol=309.00 homo_ev="-13.5 / -13.5" homo_lumo_gap_ev="7.266 / 7.267"
S 0.4950 -3.0878 0.1116 -1.129 -0.581 0.298 0.89
O 0.6958 -1.5019 0.4257 1.113 1.642 0.128 -0.59
N 1.5238 1.5942 -1.4531 -3.034 1.166 -1.475 -1.09
C -1.0908 -2.5697 0.4076 0.294 -1.325 -0.823 -0.29
C -1.2411 -0.0438 0.8139 1.214 0.041 -1.455 0.13
C -0.2232 1.0655 0.8681 -1.998 -1.528 -0.013 -0.73
C -0.6703 -1.2818 0.5668 -0.505 1.055 0.672 0.10
H -0.6238 1.9383 1.3835 0.354 0.211 -0.616 0.26
H -2.3524 0.0375 0.6887 1.127 0.057 0.638 0.26
H 0.2460 1.1131 -0.1937 -0.410 0.736 0.906 0.35
H 0.7572 1.6039 -2.2048 1.392 0.050 1.358 0.37
H 1.7256 2.6174 -1.3175 0.694 -1.793 -0.379 0.41
H -2.0294 -3.0412 0.3548 -0.887 -0.561 0.060 0.27
H 0.5952 0.6074 1.3841 0.790 0.224 0.601 0.26
H 2.1924 0.9488 -1.8356 0.984 0.607 0.099 0.39



# 3
36
Properties=species:S:1:pos:R:3:forces:R:3:nbo_charge:R:1 method="wB97M-V/def2-TZVPD" de_lowest_kj_mol=0.00 multiplicity=3 homo_ev="-5.9 / -8.7" homo_lumo_gap_ev="6.758 / 8.384"
Pd -0.6047 -0.0013 1.0853 0.066 -1.014 -1.781 0.98
N 1.8884 0.1875 -0.6786 0.229 0.421 1.452 -0.32
N -0.3185 -1.6314 -0.2572 0.586 -1.071 -1.576 -0.31
N -0.9003 1.1409 -0.6045 0.056 0.880 -1.786 -0.31
N 0.2902 -1.4840 -1.4997 -0.776 -0.759 0.866 -0.33
N -0.2170 0.9461 -1.8037 -0.948 0.761 1.074 -0.32
N 1.4164 0.2473 0.6225 2.493 0.445 -0.415 -0.36
C 0.2690 -2.6751 -2.1383 -0.241 0.375 0.593 0.00
C -1.6578 2.6015 -2.0776 -0.074 0.584 -0.681 -0.35
C 3.6226 0.5942 0.6593 0.110 -0.181 -0.196 -0.36
C -0.5131 1.0642 3.4106 0.588 -0.247 0.859 -0.83
C -0.3652 -3.5880 -1.3129 0.395 -0.606 -0.174 -0.36
C -0.6719 1.8450 -2.7063 -0.330 -0.320 1.310 0.00
C -0.6726 -2.9136 -0.1299 0.095 0.807 -0.924 -0.02
C -2.4761 -0.4437 1.5999 -1.293 -0.220 0.146 -1.02
C 3.2179 0.3962 -0.6588 -0.265 0.009 0.415 0.00
C 2.4684 0.4804 1.4378 -0.638 -0.135 -1.994 -0.03
C -1.7669 2.1546 -0.7579 1.152 -1.044 -1.005 -0.02
B 0.9281 -0.1171 -1.8906 -0.686 -0.064 1.774 0.56
H -0.2522 1.8662 -3.6969 -0.105 0.084 -0.062 0.23
H 0.7180 -2.7916 -3.1152 -0.119 0.043 0.116 0.22
H -1.0361 0.5336 4.2166 0.001 0.280 -0.258 0.23
H 2.3313 0.5699 2.5015 -0.027 -0.022 0.009 0.21
H -0.5232 -4.6346 -1.5060 -0.006 -0.017 -0.082 0.23
H -0.1378 0.2479 2.7062 0.087 1.033 2.096 0.15
H 4.6135 0.7540 1.0318 0.259 0.082 -0.092 0.23
H 3.7648 0.3817 -1.5892 0.099 0.033 0.133 0.22
H -2.2239 3.3959 -2.5324 0.001 0.044 -0.017 0.23
H -1.1583 -3.3027 0.7551 0.042 0.297 -0.064 0.22
H -2.4039 2.4887 0.0539 0.167 -0.192 -0.198 0.23
H -2.4269 -1.2500 2.3398 -0.357 0.132 0.077 0.19
H -1.1618 1.8041 2.9352 0.162 -0.263 0.029 0.23
H 1.4908 -0.1335 -2.9379 0.009 0.026 -0.088 -0.03
H -2.8830 0.4813 2.0153 -0.441 -0.284 0.180 0.18
H -3.0312 -0.7585 0.7133 -0.158 -0.014 0.214 0.20
H 0.3830 1.5438 3.8098 -0.134 0.119 0.048 0.22



# 4
65
Properties=species:S:1:pos:R:3:forces:R:3:nbo_charge:R:1 method="wB97M-V/def2-TZVPD" charge=+1 de_lowest_kj_mol=0.00 multiplicity=2 homo_ev="-11.1 / -11.0" homo_lumo_gap_ev="5.977 / 6.372"
Re -0.8033 -0.1335 0.1052 -0.336 0.117 0.557 1.20
S -2.6559 0.7476 1.3067 0.511 -0.218 -0.365 0.05
N 3.1869 -0.3687 0.0741 -0.068 -0.053 0.095 -0.51
N 0.4191 -1.7409 -2.3781 0.020 -0.090 0.026 -0.66
N -0.9957 -1.6763 3.0009 -0.013 0.156 0.085 -0.49
N 0.7521 3.7643 -1.1345 -0.286 0.107 -0.425 -0.59
N -1.4468 2.8613 2.7781 0.022 -0.010 0.006 -0.30
N -3.9885 -0.7402 -2.6889 0.029 0.020 0.008 -0.49
N 0.7754 -0.9293 -1.2478 -0.156 0.226 0.302 -0.65
N -2.1595 -0.2143 -1.5693 0.060 -0.168 -0.089 -0.54
N 2.3099 5.5750 -0.5258 -0.008 -0.052 -0.010 -0.35
N 2.3536 1.3041 1.5118 0.152 -0.254 0.186 -0.44
N 0.3919 -0.1762 1.7354 -0.192 -0.113 -0.298 -0.59
N -0.1940 1.6708 -0.4066 0.162 0.238 -0.233 -0.68
N -1.2721 -2.1183 0.6571 -0.030 -0.134 0.078 -0.54
C 4.6649 0.2509 -1.7151 -0.013 -0.005 0.002 -0.27
C 1.4956 1.8177 5.7839 0.008 0.010 0.000 -0.17
C 4.0089 -0.6808 -0.9353 0.043 -0.041 -0.050 0.02
C -1.9855 -4.3163 0.0107 -0.006 -0.021 0.034 -0.25
C 0.3012 2.7123 -0.6906 0.060 -0.073 0.298 0.72
C -0.1748 -0.6844 2.8970 -0.023 -0.145 0.043 0.50
C 1.4156 0.7551 2.1477 0.006 0.122 -0.049 0.47
C 0.5751 0.8797 6.2544 0.000 -0.016 -0.006 -0.18
C -1.8666 -3.7436 2.3197 0.025 0.051 0.018 -0.22
C 4.4787 1.5992 -1.4178 -0.028 -0.002 0.026 -0.15
C -2.1734 -4.6616 1.3571 -0.004 -0.001 -0.046 -0.13
C 3.0356 0.9235 0.3680 -0.103 0.200 -0.155 0.32
C -3.3439 0.2357 -4.9392 -0.007 -0.002 0.012 -0.20
C -0.9911 0.9630 -3.5046 -0.051 -0.012 0.005 -0.26
C -1.9464 2.0025 2.1931 0.033 -0.006 0.067 0.03
C -2.3138 0.9234 -5.5448 0.004 0.006 -0.011 -0.19
C 1.8500 1.8757 4.4422 0.018 0.025 0.018 -0.18
C -1.5458 -3.0614 -0.2903 -0.028 0.014 -0.040 0.02
C -3.3510 -0.7799 -1.5151 -0.062 0.070 0.016 0.29
C 1.2271 0.9847 3.5927 -0.078 0.018 -0.036 0.00
C 0.3116 0.0597 4.0570 -0.027 0.045 -0.043 -0.13
C 1.5762 4.7189 -0.7720 0.158 -0.033 0.218 0.42
C -0.0285 -0.0268 5.3941 -0.002 -0.004 0.021 -0.15
C 3.6769 1.9409 -0.3509 -0.075 0.027 -0.122 -0.24
C -3.1685 -0.0866 -3.5988 0.027 0.016 -0.004 0.09
C -1.1572 1.2848 -4.8362 0.007 0.009 -0.008 -0.19
C -1.3688 -2.4720 1.9668 0.002 -0.103 -0.105 0.40
C -2.0183 0.2492 -2.8852 -0.061 0.083 0.027 0.15
H -4.2431 -0.0304 -5.4778 0.003 0.002 -0.003 0.24
H -1.3734 -2.7598 -1.3131 0.006 0.001 0.029 0.24
H 2.5655 2.5958 4.0702 0.002 -0.003 -0.003 0.24
H -2.1825 -5.0171 -0.7875 -0.003 -0.001 0.003 0.24
H 1.3676 -1.4747 -0.6205 0.092 -0.051 -0.016 0.43
H -0.7400 -0.7619 5.7445 -0.003 0.007 -0.002 0.24
H -2.5398 -5.6424 1.6288 0.004 0.000 0.001 0.24
H -2.4020 1.2017 -6.5857 0.000 0.002 0.003 0.24
H 4.9778 2.3694 -1.9908 0.005 -0.002 -0.002 0.24
H 3.5400 2.9694 -0.0473 0.024 0.025 0.023 0.25
H -0.0353 -1.1401 -3.0577 0.020 -0.032 0.007 0.37
H -0.3845 1.8453 -5.3443 0.000 -0.002 0.002 0.24
H 1.9411 2.5147 6.4811 -0.001 -0.007 0.005 0.23
H -0.1145 1.2780 -2.9573 0.025 0.030 0.003 0.23
H 0.3291 0.8623 7.3076 0.003 0.006 -0.001 0.23
H -3.7840 -1.2154 -0.6278 0.022 -0.016 -0.009 0.24
H 1.3638 -0.1398 -1.5051 0.092 0.035 -0.090 0.40
H 1.2699 -2.0948 -2.8039 0.041 0.011 -0.033 0.37
H -4.9179 -1.0880 -2.8587 -0.008 -0.014 0.009 0.44
H 4.1468 -1.7418 -1.1225 -0.009 0.013 0.024 0.20
H -1.9606 -3.9515 3.3750 -0.002 -0.006 -0.001 0.25
H 5.3193 -0.0676 -2.5140 -0.002 -0.004 -0.001 0.23



# 5
16
Properties=species:S:1:pos:R:3:forces:R:3:nbo_charge:R:1 method="wB97M-V/def2-TZVPD" charge=+1 de_lowest_kj_mol=237.83 homo_ev="-10.6 / -10.6" homo_lumo_gap_ev="4.413 / 4.441"
Sn -2.2529 0.8781 1.8095 -5.915 2.359 0.295 1.63
O 0.9071 -0.7858 1.5088 -2.190 1.424 2.014 -0.49
O -0.3273 1.1169 1.6720 3.557 2.669 -0.167 -0.73
O -1.3252 -0.7684 1.4840 -1.044 -2.394 1.194 -0.82
C 0.2011 -2.5614 -1.8462 0.052 -0.635 2.813 -0.62
C -0.3674 -0.1230 -2.2411 1.158 0.398 -1.008 -0.63
C -0.1750 -0.2731 1.7354 6.414 -3.135 -4.632 0.92
C -0.0345 -1.4020 -2.4070 -0.324 1.031 2.785 0.28
C 0.8334 2.0385 1.2533 0.870 -0.202 2.030 -0.25
H 1.5269 1.5958 0.5299 -1.074 -0.188 -0.303 0.26
H 0.4433 3.0435 1.0715 -0.352 -0.615 -0.422 0.24
H -1.4234 0.1583 -2.2755 0.249 -0.162 0.881 0.23
H 1.4337 2.1085 2.1684 -0.221 0.013 -0.139 0.23
H 0.8052 -2.5279 -0.8158 -1.156 0.821 -2.011 0.24
H -0.6603 -3.1338 -1.4848 0.356 -1.607 -1.929 0.28
H 0.4152 0.6358 -2.1621 -0.381 0.224 -1.402 0.23